DFT (ωB97M-V/def2-TZVPD) results for a molecular structure, C30H38N5O4TeV in a non-equilibrium geometry.

- Molecular weight: 711.21 g mol⁻¹
- Expectation value of S²: 3.79
- Energy: -2952.57795 a.u.
- F_max: 2.33 eV/Å
- Charge: +1
- HOMO-LUMO gap (alpha / beta): 0.282 / 0.260 Eh
- Relative energy (zero: lowest compared OMol25 entry of this formula, charge and spin): 88.2 kJ/mol
- Spin multiplicity: 4

Structure (XYZ):
```
79
Properties=species:S:1:pos:R:3:lowdin_spin:R:1
V 0.022 0.304 0.057 1.916
C -3.093 -1.871 1.309 0.000
C -2.326 -1.888 0.000 0.004
C -2.926 -2.876 -0.976 0.001
O -0.913 -2.168 0.254 0.025
C -2.254 -0.478 -0.618 0.018
O -2.551 -0.307 -1.780 0.034
O -1.810 0.453 0.208 0.026
H -3.135 -2.876 1.735 0.000
H -4.118 -1.530 1.143 0.000
H -2.617 -1.199 2.016 0.000
H -3.097 -3.841 -0.494 0.000
H -2.276 -3.011 -1.838 0.001
H -3.881 -2.488 -1.330 0.000
H -0.874 -2.934 0.834 0.001
N 1.125 0.009 4.236 0.005
C -0.177 0.141 4.664 0.002
C -0.928 0.269 3.538 0.003
N -0.113 0.212 2.434 0.010
C 1.113 0.064 2.890 0.007
C 2.212 0.067 1.939 0.026
N 1.946 0.150 0.649 0.011
C 3.155 0.280 0.001 0.011
C 4.152 0.267 0.916 -0.003
N 3.537 0.132 2.145 0.012
H 1.923 -0.113 4.834 0.000
H -0.448 0.129 5.707 0.000
H -1.992 0.420 3.455 0.000
H 3.204 0.405 -1.068 0.001
H 5.223 0.326 0.809 0.000
H 4.012 0.096 3.030 0.000
C 0.422 3.500 -1.710 0.009
C -0.044 2.125 -2.136 0.008
O -0.742 2.044 -3.171 0.152
N 0.393 1.081 -1.394 -0.100
Te -0.616 -0.417 -3.991 0.559
C -1.524 -1.179 -5.777 0.052
C -2.867 -0.891 -6.031 0.011
C -3.751 -0.133 -5.060 0.019
C -3.420 -1.307 -7.239 -0.002
C -2.680 -1.994 -8.188 0.009
C -3.281 -2.404 -9.506 0.002
C -1.357 -2.309 -7.887 0.002
C -0.762 -1.929 -6.694 0.019
C 0.668 -2.357 -6.440 0.018
C 0.973 0.567 -4.994 0.022
C 0.673 1.572 -5.931 0.010
C -0.728 1.860 -6.421 0.008
C 1.721 2.324 -6.446 -0.001
C 3.039 2.124 -6.057 0.008
C 4.151 2.987 -6.598 0.001
C 3.308 1.111 -5.147 -0.002
C 2.296 0.329 -4.600 0.010
C 2.695 -0.777 -3.647 0.016
H -0.402 4.209 -1.781 -0.001
H 1.202 3.811 -2.409 0.000
H 0.826 3.480 -0.705 0.005
H -3.237 0.116 -4.134 0.014
H -4.630 -0.728 -4.809 0.000
H -4.108 0.794 -5.514 0.001
H -4.460 -1.068 -7.445 0.000
H -4.319 -2.085 -9.583 0.000
H -3.246 -3.489 -9.625 0.000
H -2.722 -1.967 -10.335 0.001
H -0.770 -2.875 -8.606 0.001
H 0.870 -3.311 -6.927 0.001
H 0.860 -2.471 -5.374 0.014
H 1.371 -1.620 -6.837 0.000
H -1.456 1.776 -5.619 0.005
H -1.003 1.157 -7.212 0.000
H -0.791 2.869 -6.827 0.001
H 1.496 3.108 -7.162 0.000
H 3.759 3.764 -7.256 0.000
H 4.867 2.388 -7.165 0.000
H 4.697 3.468 -5.785 0.000
H 4.334 0.923 -4.842 0.000
H 3.592 -0.497 -3.093 0.000
H 2.939 -1.683 -4.206 0.000
H 1.904 -1.021 -2.942 0.014
```

DFT (ωB97M-V/def2-TZVPD) results for a molecular structure, C30H38N7O9PReS2.

- Molecular weight: 921.99 g mol⁻¹
- Expectation value of S²: 0.76
- Energy: -3442.11902 a.u.
- F_max: 0.47 eV/Å
- Charge: +2
- HOMO-LUMO gap (alpha / beta): 0.203 / 0.212 Eh
- Relative energy (zero: lowest compared OMol25 entry of this formula, charge and spin): 0.0 kJ/mol
- Spin multiplicity: 2

Structure (XYZ):
```
88
Properties=species:S:1:pos:R:3:lowdin_spin:R:1
Re -0.140 -0.213 0.270 0.896
N -0.553 -5.114 6.498 -0.002
C -0.472 -3.938 5.840 -0.001
C -1.537 -3.500 5.027 0.000
C -1.454 -2.311 4.355 0.000
C -0.302 -1.527 4.478 -0.001
C 0.767 -1.944 5.283 0.000
C 0.681 -3.134 5.955 -0.001
S -0.214 -0.025 3.682 0.010
O 0.774 0.834 4.240 0.008
O -1.516 0.466 3.347 0.003
N 0.414 -0.414 2.075 -0.026
C 1.762 -0.793 1.884 0.013
N 2.636 -1.117 2.786 -0.004
C 3.846 -1.439 2.305 0.003
C 4.146 -1.440 0.954 -0.006
C 3.135 -1.083 0.072 0.002
N 1.949 -0.749 0.552 -0.004
H -1.403 -5.649 6.494 0.000
H 0.165 -5.393 7.144 0.000
H -2.429 -4.107 4.942 0.000
H -2.275 -1.974 3.739 0.000
H 1.642 -1.317 5.379 0.000
H 1.494 -3.456 6.592 0.000
H 4.594 -1.709 3.040 0.000
H 5.127 -1.714 0.598 0.000
H 3.258 -1.092 -1.003 0.000
C -2.586 4.155 -0.894 0.000
C -1.467 3.205 -1.234 0.000
O -0.423 3.337 -0.235 -0.001
P 0.414 2.215 0.494 -0.005
O 0.645 2.787 1.931 -0.001
C -0.292 3.548 2.761 0.000
C 0.513 4.258 3.817 0.000
O 1.890 2.302 -0.119 0.000
C 2.697 3.531 -0.042 0.000
C 2.609 4.313 -1.329 0.000
H -3.340 4.129 -1.680 0.000
H -2.212 5.175 -0.812 0.000
H -3.061 3.877 0.047 0.000
H -1.018 3.448 -2.198 0.000
H -1.809 2.172 -1.258 0.000
H -0.987 2.837 3.206 0.000
H -0.825 4.242 2.112 0.000
H 1.054 3.536 4.425 0.000
H -0.162 4.820 4.462 0.000
H 1.218 4.958 3.370 0.000
H 3.708 3.184 0.157 0.000
H 2.355 4.105 0.816 0.000
H 2.917 3.707 -2.183 0.000
H 3.284 5.167 -1.277 0.000
H 1.600 4.686 -1.500 0.000
O 1.175 -2.200 -2.005 0.004
C 0.485 -2.830 -1.222 0.001
N -0.226 -2.268 -0.183 0.000
S -0.705 -3.423 0.919 0.001
O 0.263 -3.463 1.978 0.000
O -2.081 -3.211 1.264 0.001
C -0.448 -4.766 -0.185 0.000
C -0.765 -6.096 -0.010 0.000
C -0.366 -6.973 -1.014 0.000
C 0.340 -6.520 -2.125 0.000
C 0.666 -5.177 -2.269 0.000
C 0.256 -4.301 -1.282 0.000
H -1.302 -6.443 0.862 0.000
H -0.605 -8.024 -0.927 0.000
H 0.641 -7.228 -2.884 0.000
H 1.221 -4.818 -3.125 0.000
C -0.034 -0.131 -4.019 0.001
C 0.441 0.404 -2.720 0.013
N 1.549 1.095 -2.641 0.007
O -0.290 0.234 -1.686 0.046
H 0.576 0.203 -4.854 0.000
H -1.070 0.173 -4.170 0.000
H 0.000 -1.218 -3.951 0.001
H 2.105 1.241 -3.468 0.000
H 1.815 1.556 -1.771 0.001
C -5.036 0.243 0.384 0.018
C -4.242 1.181 1.028 -0.002
C -2.874 1.040 0.985 0.014
N -2.265 0.017 0.351 0.003
C -3.046 -0.886 -0.276 0.013
C -4.421 -0.802 -0.284 -0.002
H -6.114 0.328 0.403 0.001
H -4.673 2.013 1.566 0.000
H -2.229 1.742 1.489 0.000
H -2.536 -1.693 -0.777 0.000
H -4.993 -1.560 -0.799 0.000
```

DFT (ωB97M-V/def2-TZVPD) results for a molecular structure, C30H39CoN3O in a non-equilibrium geometry.

- Molecular weight: 516.60 g mol⁻¹
- Expectation value of S²: 6.04
- Energy: -2788.59645 a.u.
- F_max: 3.53 eV/Å
- Charge: -1
- HOMO-LUMO gap (alpha / beta): 0.141 / 0.194 Eh
- Spin multiplicity: 5

Structure (XYZ):
```
74
Properties=species:S:1:pos:R:3:lowdin_spin:R:1
Co -0.262 0.417 0.019 2.557
N 2.218 4.317 2.281 0.084
N 0.770 0.937 -2.563 0.033
C -1.436 -0.674 1.463 0.048
C -2.041 0.621 1.502 0.055
C -1.156 1.501 2.196 0.111
C -1.495 2.854 2.580 0.367
H -2.454 3.170 2.125 0.018
H -0.466 4.162 2.422 0.021
H -1.544 3.026 3.667 0.024
C 0.021 0.792 2.524 0.073
C 1.116 1.288 3.376 0.014
H 0.851 1.167 4.441 0.006
H 1.340 2.347 3.198 0.002
H 2.018 0.701 3.173 0.000
C -0.125 -0.552 2.061 0.056
C 0.703 -1.706 2.429 0.009
H 1.711 -1.380 2.700 0.000
H 0.776 -2.390 1.578 0.001
H 0.271 -2.265 3.275 0.004
C -3.454 0.923 1.176 0.016
H -4.169 0.741 1.996 0.006
H -3.776 0.324 0.319 0.001
H -3.528 1.979 0.905 0.002
C -2.153 -1.925 1.166 0.006
H -1.447 -2.667 0.794 0.001
H -2.873 -1.719 0.367 0.001
H -2.702 -2.366 2.016 0.003
C 3.388 4.869 2.000 0.002
H 3.842 5.501 2.770 -0.002
C 4.051 4.708 0.765 0.081
H 5.005 5.199 0.617 0.008
C 3.377 3.975 -0.235 0.023
H 3.897 3.726 -1.182 0.000
C 2.070 3.555 -0.005 0.044
H 1.527 2.880 -0.682 0.005
C 1.417 3.857 1.252 0.081
C -0.010 3.782 1.476 0.157
H -0.609 3.721 0.536 0.000
C 0.203 -0.056 -1.814 0.043
C -0.069 1.214 -3.637 0.007
H 0.070 2.025 -4.381 0.001
C -1.060 0.233 -3.675 0.006
H -1.923 0.089 -4.304 0.001
N -0.827 -0.593 -2.589 0.015
C -1.445 -1.795 -2.230 0.000
C -2.782 -2.032 -2.557 0.001
C -3.165 -3.382 -2.603 0.000
H -4.169 -3.609 -2.983 0.000
C -2.284 -4.404 -2.211 0.001
C -2.726 -5.822 -2.314 0.000
H -2.244 -6.429 -1.552 0.000
H -2.491 -6.259 -3.287 0.000
H -3.805 -5.878 -2.180 0.000
C -0.996 -4.088 -1.750 0.000
H -0.265 -4.851 -1.454 0.000
C -0.569 -2.748 -1.719 0.001
C 0.829 -2.408 -1.306 0.002
H 1.511 -2.167 -2.147 0.001
H 1.242 -3.307 -0.812 0.000
H 0.908 -1.566 -0.569 0.001
C -3.776 -0.953 -2.865 0.000
H -3.614 -0.488 -3.847 0.000
H -3.842 -0.153 -2.106 0.000
H -4.770 -1.420 -2.946 0.000
C 4.715 0.842 0.805 0.001
C 3.906 -0.017 -0.140 0.001
O 2.897 -0.749 0.572 0.002
H 4.074 1.493 1.408 0.000
H 5.402 1.465 0.227 0.000
H 5.312 0.224 1.486 0.000
H 3.376 0.595 -0.879 0.001
H 4.573 -0.714 -0.673 0.000
H 3.136 -1.686 0.537 0.000
```

DFT (ωB97M-V/def2-TZVPD) results for a molecular structure, C30H39MnN9O2S2Sb2.

- Molecular weight: 920.29 g mol⁻¹
- Expectation value of S²: 8.75
- Energy: -4237.68956 a.u.
- F_max: 0.16 eV/Å
- HOMO-LUMO gap (alpha / beta): 0.278 / 0.283 Eh
- Relative energy (zero: lowest compared OMol25 entry of this formula, charge and spin): 0.0 kJ/mol
- Spin multiplicity: 6

Structure (XYZ):
```
85
Properties=species:S:1:pos:R:3:lowdin_spin:R:1
Mn 0.337 0.005 -0.588 4.675
C -0.839 -4.273 -2.103 0.008
Sb -1.077 -2.620 -0.773 0.022
C -3.178 -2.362 -1.051 0.004
C -1.271 -3.739 1.071 0.005
C -0.086 -4.581 1.432 0.001
C -0.028 -5.888 0.942 0.000
C 1.028 -6.733 1.230 0.001
C 2.058 -6.280 2.044 0.000
C 2.012 -4.990 2.540 0.001
C 0.962 -4.118 2.243 0.000
C 1.028 -2.720 2.774 0.006
Sb 2.015 -1.347 1.390 0.023
C 3.373 -0.460 2.775 0.009
C 3.346 -2.738 0.483 0.002
H -1.647 -4.988 -1.948 0.001
H 0.119 -4.761 -1.929 0.000
H -0.873 -3.908 -3.128 0.000
H -3.647 -3.342 -1.131 0.000
H -3.344 -1.785 -1.959 0.000
H -3.604 -1.828 -0.202 0.000
H -2.148 -4.372 0.925 0.000
H -1.513 -3.002 1.836 0.000
H -0.844 -6.247 0.324 0.000
H 1.041 -7.740 0.834 0.000
H 2.887 -6.928 2.293 0.000
H 2.814 -4.637 3.179 0.000
H 1.602 -2.698 3.701 0.000
H 0.045 -2.297 2.975 0.000
H 3.924 -1.237 3.303 0.001
H 2.835 0.155 3.495 0.000
H 4.064 0.162 2.207 0.000
H 3.950 -3.234 1.241 0.000
H 3.983 -2.184 -0.203 0.000
H 2.777 -3.492 -0.060 0.000
O -1.301 -0.248 1.276 0.026
S -2.559 0.221 1.952 0.006
C -2.102 1.548 3.114 0.001
C -1.039 2.536 2.653 0.000
C -1.557 3.691 1.787 0.000
C -0.461 4.325 0.924 0.003
S -0.318 3.380 -0.608 0.012
O -0.070 1.990 -0.067 0.048
C 1.231 3.974 -1.223 0.001
C 2.420 3.605 -0.605 0.000
C 3.615 4.024 -1.158 0.000
C 3.611 4.810 -2.306 0.000
C 2.419 5.171 -2.914 0.000
C 1.213 4.739 -2.379 0.000
C -3.515 1.132 0.744 0.001
C -3.133 1.080 -0.583 0.003
C -3.895 1.742 -1.539 0.000
C -5.031 2.435 -1.156 0.000
C -5.429 2.449 0.178 0.000
C -4.681 1.786 1.135 0.000
H -1.742 0.983 3.977 0.000
H -3.043 2.020 3.407 0.000
H -0.272 1.979 2.117 0.000
H -0.564 2.946 3.549 0.000
H -1.993 4.465 2.423 0.000
H -2.365 3.352 1.135 0.000
H 0.515 4.312 1.412 0.000
H -0.700 5.349 0.633 0.001
H 2.411 2.949 0.258 0.000
H 4.548 3.700 -0.720 0.000
H 4.551 5.117 -2.745 0.000
H 2.427 5.763 -3.819 0.000
H 0.273 4.970 -2.866 0.000
H -2.265 0.520 -0.894 0.003
H -3.587 1.688 -2.576 0.000
H -5.623 2.951 -1.901 0.000
H -6.331 2.970 0.471 0.000
H -5.002 1.780 2.169 0.000
N 1.720 1.227 -3.614 0.003
C 0.410 0.796 -3.651 0.008
N -0.354 0.898 -4.727 0.002
N -1.536 0.383 -4.345 0.008
N -1.491 0.000 -3.118 0.005
N -0.251 0.259 -2.625 0.042
C 2.608 0.959 -2.592 0.008
N 3.905 1.213 -2.675 0.002
N 4.389 0.863 -1.470 0.007
N 3.443 0.433 -0.710 0.004
N 2.276 0.476 -1.397 0.043
H 2.126 1.499 -4.493 0.000
```

Which value of expectation value of S² does entry 4 give? 8.75

Which of these has the highest F_max? C30H39CoN3O

The lowest energy belongs to which entry? C30H39MnN9O2S2Sb2

The lowest energy belongs to which entry? C30H39MnN9O2S2Sb2